1.
The following is a quantum chemistry calculation of a molecular structure, C5H14N2O at a distorted geometry, from the OMol25 dataset.

Values from the calculation:
2S+1: 1
Energy relative to the best compared isomer or geometry (same formula, charge and spin) (eV): 4.576
Strongest force on any atom (hartree/bohr): 0.0699
Gap between HOMO and LUMO (eV): 8.7
LUMO level (eV): 0.7

The geometry in XYZ format:
```
22
Properties=species:S:1:pos:R:3:forces:R:3
C -1.419 0.998 -1.815 0.062 0.068 0.235
C 1.263 0.026 -0.885 -0.227 0.164 0.113
C -0.860 1.402 -0.459 -0.017 -0.157 -0.126
C -0.506 -1.216 0.773 0.205 3.318 -1.363
C 0.229 0.518 0.111 -0.493 -3.021 0.912
N 0.571 -1.991 1.391 -0.031 -1.095 -0.383
N 0.848 1.109 1.214 0.491 0.525 0.475
O 1.310 -1.342 2.313 0.385 0.162 0.506
H -0.628 0.941 -2.558 0.008 -0.044 -0.109
H -2.135 1.746 -2.149 -0.096 -0.026 -0.069
H -1.923 0.037 -1.761 -0.090 -0.170 -0.092
H 1.704 0.881 -1.395 0.106 0.090 -0.091
H 2.063 -0.486 -0.356 0.116 -0.046 0.056
H 0.830 -0.641 -1.625 -0.028 -0.054 -0.098
H -1.671 1.495 0.267 0.020 0.035 0.068
H -0.397 2.390 -0.557 -0.041 -0.020 0.108
H -0.945 -1.748 -0.064 -0.040 -0.274 -0.036
H -1.242 -0.922 1.514 0.045 -0.136 0.165
H 1.185 -2.336 0.624 -0.365 0.054 0.359
H 0.145 -2.840 1.829 0.339 0.432 -0.404
H 0.201 1.575 1.837 -0.051 -0.045 -0.049
H 1.377 0.404 1.750 -0.301 0.241 -0.181
```
Forces are in eV/Å.

Mulliken atomic charge list, values in e, 8 entries: atom 1 (C): -1.268, atom 2 (C): -1.959, atom 3 (C): -0.754, atom 4 (C): -1.042, atom 5 (C): 1.115, atom 6 (N): 0.112, atom 7 (N): -0.618, atom 8 (O): -0.763

=====

2.
The following is a quantum chemistry calculation of a molecular structure, C33H60Cl6CuN7O9Pd at a distorted geometry, from the OMol25 dataset.

Values from the calculation:
2S+1: 4
Net charge: +3
Strongest force on any atom (hartree/bohr): 0.0877
Gap between HOMO and LUMO (spin up / spin down) (eV): 6.9 / 5.0
LUMO level (spin up / spin down) (eV): -8.5 / -10.4

The geometry in XYZ format:
```
117
Properties=species:S:1:pos:R:3:forces:R:3
C 4.765 9.104 -0.548 -0.594 0.303 -0.050
C 3.568 8.219 -0.266 -0.830 -0.104 -0.802
N 3.916 6.891 0.258 -0.213 -0.542 -0.879
C 4.224 6.652 1.561 0.356 0.674 0.368
C 4.331 5.323 1.727 -0.743 -0.824 -0.118
N 4.022 4.742 0.503 0.867 0.556 0.034
C 3.842 5.713 -0.390 -0.420 0.401 0.705
C 3.898 3.309 0.288 -1.144 -0.174 0.219
H 5.440 8.595 -1.235 0.116 0.022 0.091
H 5.296 9.461 0.331 0.010 -0.181 0.065
H 4.362 9.975 -1.067 0.225 0.098 0.018
H 2.979 8.089 -1.180 0.579 -0.466 -0.298
H 2.737 8.594 0.336 0.729 0.398 0.713
H 4.367 7.479 2.235 -0.045 -0.148 0.141
H 4.423 4.720 2.614 0.303 0.057 -0.021
H 3.590 5.568 -1.426 0.050 0.079 -0.024
H 3.097 2.995 0.963 0.285 -0.302 0.133
H 4.806 2.754 0.489 0.128 0.224 -0.046
H 3.488 3.091 -0.696 0.440 0.153 -0.187
Cu -0.195 3.338 -0.278 -0.963 -1.051 -0.158
Pd -0.175 -4.514 2.208 1.320 -0.036 -1.990
C -1.009 -0.222 2.254 -0.975 -1.717 0.585
C -0.535 -1.584 2.197 1.595 0.011 -1.704
C 0.731 -1.853 1.298 -1.415 0.740 0.298
O 1.094 -3.044 1.277 0.589 -0.208 0.184
C 1.268 -0.799 0.525 -0.382 -2.858 1.721
C 0.652 0.438 0.559 2.383 2.359 -3.015
C -0.497 0.777 1.402 -0.440 1.372 1.574
O -0.893 1.939 1.551 0.555 -0.531 -0.838
O 1.167 1.321 -0.172 -1.151 0.423 0.960
O -1.019 -2.600 2.695 -1.052 0.624 0.985
H -1.860 0.054 2.859 -0.024 -0.100 0.247
H 2.178 -1.016 -0.011 -0.023 0.411 -0.316
Cl -4.057 4.953 4.860 0.105 0.276 -0.281
C -2.314 5.076 4.406 -0.683 -1.165 0.465
C -1.707 3.679 4.596 0.270 0.655 -0.059
Cl -1.762 3.243 6.331 0.218 -0.151 -0.421
H -1.867 5.776 5.104 0.089 0.145 -0.205
H -2.290 5.403 3.370 0.215 0.066 0.027
H -0.669 3.691 4.258 0.080 0.042 0.266
H -2.206 2.911 4.012 -0.307 0.096 0.099
Cl 5.086 0.544 -0.949 -0.151 -0.663 -0.144
C 4.436 -0.965 -1.718 -0.243 0.079 0.186
C 5.384 -1.562 -2.710 1.039 0.109 -0.435
Cl 6.799 -2.407 -1.970 -0.668 0.092 0.026
H 3.506 -0.671 -2.205 0.096 0.097 -0.148
H 4.174 -1.692 -0.950 0.251 0.123 0.178
H 5.863 -0.807 -3.331 -0.275 0.178 0.013
H 4.871 -2.245 -3.382 -0.031 -0.249 0.278
Cl -4.555 -3.330 1.105 0.399 -0.058 -0.240
C -5.124 -2.916 2.760 -0.330 0.073 -0.513
C -5.129 -1.397 2.895 -0.235 -0.529 0.266
Cl -6.314 -0.918 4.135 0.268 0.040 0.022
H -4.448 -3.421 3.442 -0.123 0.127 0.176
H -6.116 -3.356 2.792 -0.042 0.162 0.302
H -5.414 -0.903 1.972 0.000 -0.124 -0.063
H -4.133 -1.095 3.196 0.083 0.361 0.116
C -2.062 -4.625 -0.509 -0.980 -2.613 -0.090
O -1.028 -4.466 0.165 0.327 1.181 0.037
N -2.542 -5.847 -0.775 -0.039 0.981 0.337
C -3.948 -6.017 -1.138 -0.205 -0.117 -0.292
C -1.897 -7.074 -0.329 0.467 0.186 0.095
H -2.716 -3.896 -1.001 0.588 0.736 0.419
H -4.438 -6.481 -0.281 -0.149 -0.105 -0.163
H -4.061 -6.635 -2.027 0.103 -0.171 0.122
H -4.473 -5.082 -1.333 0.355 0.187 0.062
H -0.919 -6.899 0.118 -0.104 0.353 -0.001
H -2.535 -7.538 0.423 0.026 -0.365 -0.232
H -1.707 -7.692 -1.206 -0.386 -0.315 0.155
C -3.568 4.251 0.221 -1.215 -1.066 0.648
O -2.532 3.606 0.127 0.807 0.186 -0.438
N -4.753 3.710 0.633 1.946 1.722 -0.009
C -5.689 4.668 1.187 -2.189 -0.206 0.662
C -4.870 2.329 1.059 -1.303 0.253 -0.683
H -3.703 5.313 -0.006 0.465 0.118 -0.104
H -5.862 4.463 2.248 0.197 -0.137 -0.008
H -6.677 4.590 0.720 0.098 -0.269 -0.102
H -5.493 5.739 1.161 0.960 -0.214 -0.463
H -5.868 2.050 0.705 -0.008 -0.337 0.310
H -4.179 1.697 0.521 0.469 0.053 0.175
H -4.855 2.206 2.143 0.319 0.046 0.016
C 1.784 -3.299 -2.014 0.656 -0.540 -0.114
O 2.852 -3.895 -1.991 -0.217 0.157 0.175
N 1.319 -2.601 -3.062 -0.591 1.174 0.117
C 0.023 -1.960 -2.949 -1.533 -1.482 -0.240
C 2.025 -2.450 -4.304 0.612 -0.159 -0.542
H 1.091 -3.322 -1.159 -0.022 0.062 -0.010
H -0.727 -2.593 -3.452 0.094 -0.156 -0.003
H -0.195 -1.012 -3.436 1.107 0.426 0.272
H -0.301 -1.978 -1.908 0.165 0.434 0.072
H 1.417 -2.759 -5.156 -0.150 0.055 0.106
H 2.344 -1.416 -4.461 -0.123 0.035 0.029
H 2.917 -3.074 -4.315 -0.074 -0.070 0.189
C -1.305 1.783 -3.125 0.848 0.478 1.641
O -0.862 2.291 -2.086 0.101 -0.037 -0.074
N -2.263 0.867 -3.126 -0.796 -0.604 -1.473
C -2.861 0.303 -1.939 0.428 0.016 0.260
C -2.966 0.600 -4.385 -0.237 -0.503 -0.119
H -0.822 2.035 -4.071 -0.480 -0.004 -0.355
H -2.118 0.299 -1.142 -0.138 0.270 0.137
H -3.136 -0.737 -2.116 -0.068 0.055 -0.241
H -3.749 0.863 -1.662 -0.087 0.059 0.242
H -3.006 -0.455 -4.671 0.698 -0.078 0.190
H -4.036 0.813 -4.320 0.147 0.706 0.181
H -2.488 1.180 -5.168 -0.235 -0.037 -0.157
C 2.273 -6.063 0.533 -0.063 0.052 -0.429
O 1.447 -5.830 1.441 -0.668 0.074 1.072
N 3.563 -6.193 0.715 0.026 0.010 0.151
C 4.468 -6.392 -0.411 0.350 0.819 -0.765
C 4.238 -5.825 1.965 -0.114 -0.642 -0.179
H 1.969 -6.179 -0.511 -0.173 -0.083 0.046
H 4.934 -5.437 -0.677 0.199 0.024 0.419
H 3.982 -6.632 -1.356 -0.436 -0.485 0.386
H 5.250 -7.107 -0.175 -0.159 -0.161 0.083
H 4.720 -4.874 1.747 0.244 -0.010 0.504
H 3.580 -5.799 2.828 -0.356 0.353 -0.311
H 4.942 -6.620 2.210 0.353 0.261 -0.216
```
Forces are in eV/Å.

Mulliken atomic charge list, values in e, 8 entries: atom 1 (C): -1.013, atom 2 (C): -0.716, atom 3 (N): 0.170, atom 4 (C): -0.330, atom 5 (C): -0.499, atom 6 (N): 0.196, atom 7 (C): -0.036, atom 8 (C): -1.105

=====

3.
The following is a quantum chemistry calculation of 2 unconnected molecules or ions with the total composition C2H7OS at a distorted geometry, from the OMol25 dataset.

Values from the calculation:
2S+1: 1
Net charge: -1
Energy relative to the best compared isomer or geometry (same formula, charge and spin) (eV): 3.042
Strongest force on any atom (hartree/bohr): 0.0239
Gap between HOMO and LUMO (eV): 4.4
LUMO level (eV): 4.0

The geometry in XYZ format:
```
11
Properties=species:S:1:pos:R:3:forces:R:3
O 1.866 2.771 0.337 -0.755 -0.786 0.567
H 2.050 1.955 0.835 0.542 0.275 -0.213
C 0.555 -0.788 -1.123 -0.592 -0.260 -0.512
S -1.240 -0.695 -1.190 0.120 -0.167 0.250
C -1.540 -1.076 0.547 0.029 0.849 -0.847
H 1.005 -0.905 -0.149 0.150 0.239 0.024
H 1.008 -0.325 -1.992 0.286 0.182 0.401
H 0.949 2.518 0.120 0.228 0.410 -0.490
H -0.914 -1.901 0.792 0.404 -1.083 0.247
H -1.150 -0.239 1.132 -0.400 0.160 0.310
H -2.590 -1.315 0.690 -0.012 0.180 0.263
```
Forces are in eV/Å.

Mulliken atomic charge list, values in e, 8 entries: atom 1 (O): -0.827, atom 2 (H): 0.362, atom 3 (C): -0.865, atom 4 (S): -0.217, atom 5 (C): -0.801, atom 6 (H): 0.176, atom 7 (H): 0.142, atom 8 (H): 0.344

=====

4.
The following is a quantum chemistry calculation of a single C2H5N5O molecule at a distorted geometry, from the OMol25 dataset.

Values from the calculation:
2S+1: 1
SMILES string: Nn1cnc(=O)n1N
Energy relative to the best compared isomer or geometry (same formula, charge and spin) (eV): 2.008
Strongest force on any atom (hartree/bohr): 0.0609
Gap between HOMO and LUMO (eV): 9.7
LUMO level (eV): 0.5

The geometry in XYZ format:
```
13
Properties=species:S:1:pos:R:3:forces:R:3
C 0.912 0.901 -1.009 -2.336 -1.232 1.686
C -1.248 0.826 -0.600 0.488 0.790 0.520
H 2.211 -1.147 0.846 -1.005 0.078 -0.937
H 1.910 -1.434 -0.770 0.431 -0.308 -1.207
H 1.863 1.128 -1.411 0.879 0.027 -0.242
H -1.555 0.359 1.801 0.097 -2.080 -0.201
H -1.906 -1.294 1.270 1.166 1.566 0.281
N 1.495 -1.194 0.089 0.349 0.151 2.197
N 0.741 -0.030 0.026 0.466 0.499 -0.285
N -0.194 1.439 -1.368 -0.848 0.123 -0.330
N -0.671 -0.165 0.176 1.194 -0.636 -1.064
N -1.156 -0.557 1.419 -1.268 1.077 0.036
O -2.402 1.169 -0.470 0.386 -0.054 -0.453
```
Forces are in eV/Å.

Mulliken atomic charge list, values in e, 8 entries: atom 1 (C): -0.017, atom 2 (C): 0.330, atom 3 (H): 0.252, atom 4 (H): 0.230, atom 5 (H): 0.449, atom 6 (H): 0.274, atom 7 (H): 0.275, atom 8 (N): -0.585

=====

5.
The following is a quantum chemistry calculation of a single C5H13NO molecule at a distorted geometry, from the OMol25 dataset.

Values from the calculation:
2S+1: 1
SMILES string: C[C@@H](O)[C@@H](C)CN
Energy relative to the best compared isomer or geometry (same formula, charge and spin) (eV): 0.716
Strongest force on any atom (hartree/bohr): 0.0451
Gap between HOMO and LUMO (eV): 9.8
LUMO level (eV): 1.0

The geometry in XYZ format:
```
20
Properties=species:S:1:pos:R:3:forces:R:3
C -0.270 -1.149 0.460 1.150 0.932 -0.204
C 0.059 0.348 -0.005 -0.874 -2.141 0.155
C -1.262 0.894 -0.534 0.613 2.080 0.168
C 0.983 -1.889 0.926 -0.388 -0.047 -0.132
C 1.166 0.396 -1.049 -0.116 0.071 0.311
N -1.214 2.383 -0.695 -0.620 -0.706 -0.228
O -1.250 -1.153 1.477 -0.232 0.102 0.287
H -0.882 -0.718 2.255 -0.021 -0.047 -0.026
H -0.729 -1.699 -0.367 0.053 0.158 -0.057
H 0.359 0.904 0.892 -0.062 -0.015 -0.019
H -1.052 2.851 0.191 0.162 -0.105 -0.262
H -0.545 2.680 -1.398 -0.026 -0.039 0.339
H -2.071 0.681 0.166 0.067 -0.128 -0.198
H -1.488 0.467 -1.513 -0.078 -0.104 0.065
H 1.521 -1.303 1.670 0.086 0.060 0.059
H 0.694 -2.839 1.374 0.011 -0.051 0.033
H 1.646 -2.098 0.092 0.149 0.016 -0.056
H 2.115 0.064 -0.636 0.095 -0.004 -0.024
H 1.301 1.415 -1.408 0.053 0.048 -0.078
H 0.918 -0.237 -1.898 -0.022 -0.079 -0.133
```
Forces are in eV/Å.

Mulliken atomic charge list, values in e, 8 entries: atom 1 (C): -0.053, atom 2 (C): 0.745, atom 3 (C): -0.874, atom 4 (C): -1.471, atom 5 (C): -1.628, atom 6 (N): -0.611, atom 7 (O): -0.555, atom 8 (H): 0.372